Entry from the Open Molecules 2025 dataset: a cluster of 2 separate species, C2H5NO3 in total at a distorted geometry (ωB97M-V with the def2-TZVPD basis set).

Last column: Mulliken charge in e.
Positions of all 11 atoms, in Å:
1 O -1.916 -0.117 1.235  -0.4170
2 C -1.116 -0.739 1.863  0.0316
3 N 0.149 -1.150 1.416  -0.1020
4 C 0.458 -1.468 0.101  0.0139
5 O -0.073 -1.023 -0.875  -0.4462
6 H -1.316 -1.098 2.888  0.3248
7 H 0.890 -1.196 2.089  0.2507
8 H 1.327 -2.143 0.019  0.3444
9 O 1.946 3.618 -2.897  -0.6440
10 H 0.994 3.512 -2.803  0.3240
11 H 2.267 2.771 -3.236  0.3198

ΔE to the lowest compared entry with this formula, charge and spin ... 22.9 kcal per mole
Energy ... -9787.19536 eV
2S+1 ... 1
Structure (SMILES) ... O=CNC=O.O
Frontier orbital gap ... 10.75 eV
Strongest force on any atom ... 1.2 eV/Å

Entry from the Open Molecules 2025 dataset: an isolated molecule of C5H7NO at a distorted geometry (ωB97M-V with the def2-TZVPD basis set).

Last column: Mulliken charge in e.
Positions of all 14 atoms, in Å:
1 O 1.330 0.723 1.949  -0.4344
2 C 1.408 1.242 0.877  0.0849
3 C 0.447 0.888 -0.690  -0.0431
4 C 0.079 -0.483 -1.089  -0.0733
5 C -0.216 -1.310 0.151  -0.6360
6 C -1.259 -0.219 0.484  -0.3022
7 N -0.971 0.534 -0.776  -0.5108
8 H 1.750 1.910 0.138  0.3545
9 H 0.684 1.535 -1.577  0.2175
10 H 0.197 -0.881 -2.096  0.3386
11 H 0.613 -1.454 0.849  0.2054
12 H -0.670 -2.275 -0.075  0.2876
13 H -1.105 0.371 1.391  0.2228
14 H -2.287 -0.582 0.463  0.2885

ΔE to the lowest compared entry with this formula, charge and spin ... 119.5 kcal per mole
Energy ... -8831.01975 eV
2S+1 ... 1
Structure (SMILES) ... O=C[C@H]1[C@H]2CCN21
Frontier orbital gap ... 9.38 eV
Strongest force on any atom ... 5.2 eV/Å

Entry from the Open Molecules 2025 dataset: an isolated molecule of C7H9NO4 at a distorted geometry (ωB97M-V with the def2-TZVPD basis set).

Last column: Mulliken charge in e.
Positions of all 21 atoms, in Å:
1 C -0.805 -0.581 0.249  1.5462
2 C -0.859 0.425 1.376  0.2748
3 C 0.541 1.384 -0.138  0.2644
4 C -2.088 -0.606 -0.559  -0.9069
5 C -2.437 0.636 -1.100  -0.7094
6 C 2.702 -0.486 0.360  -0.8580
7 C 0.375 -0.116 -0.625  -0.3883
8 N 1.531 -0.949 -0.396  -0.2027
9 O -0.373 1.620 0.908  -0.3366
10 O -0.599 -1.822 0.808  -0.5873
11 O -1.437 0.267 2.408  -0.5372
12 O 1.375 2.195 -0.430  -0.5078
13 H -3.024 0.404 -2.045  0.3021
14 H -1.617 1.360 -1.129  0.2758
15 H -3.205 0.981 -0.408  0.3615
16 H 3.309 -1.414 0.605  0.3189
17 H 3.456 0.207 -0.071  0.2936
18 H 2.380 -0.110 1.390  0.2609
19 H 0.155 -0.093 -1.699  0.4656
20 H 1.670 -1.493 -1.182  0.2689
21 H -1.050 -1.806 1.677  0.4014

ΔE to the lowest compared entry with this formula, charge and spin ... 95.8 kcal per mole
Energy ... -17080.41629 eV
2S+1 ... 1
Frontier orbital gap (alpha / beta) ... 8.22 / 8.22 eV
Strongest force on any atom ... 2.6 eV/Å

Entry from the Open Molecules 2025 dataset: a cluster of 10 separate species, C28H64Br4N8O8 in total at a distorted geometry (ωB97M-V with the def2-TZVPD basis set).

Last column: Mulliken charge in e.
Positions of all 112 atoms, in Å:
1 C -3.880 4.956 -1.756  -1.0238
2 N -3.640 3.607 -2.221  0.2441
3 C -4.226 2.543 -1.442  -0.9303
4 C -2.893 3.399 -3.324  0.1134
5 O -2.602 2.341 -3.831  -0.5568
6 H -4.885 5.290 -2.049  0.3589
7 H -3.219 5.665 -2.250  0.3297
8 H -3.852 5.070 -0.673  0.3182
9 H -5.308 2.692 -1.400  0.3812
10 H -4.006 1.581 -1.900  0.3155
11 H -3.839 2.551 -0.419  0.1647
12 H -2.566 4.341 -3.794  0.3049
13 C -3.837 -0.443 2.565  -0.6459
14 N -3.448 0.590 3.511  0.2518
15 C -2.640 1.659 3.026  -0.4513
16 C -3.961 0.629 4.775  0.0172
17 O -3.815 1.566 5.522  -0.5735
18 H -2.922 -0.657 1.995  -0.0642
19 H -3.999 -1.422 3.019  0.2648
20 H -4.608 -0.145 1.857  0.3417
21 H -3.087 2.564 2.591  0.3467
22 H -2.139 2.130 3.881  0.3255
23 H -1.800 1.360 2.399  -0.2520
24 H -4.483 -0.315 4.990  0.3682
25 C -0.487 1.395 -0.475  -0.9927
26 N -0.001 0.068 -0.850  0.4797
27 C -0.883 -0.988 -0.379  0.0934
28 C 1.332 -0.089 -1.001  -0.3240
29 O 1.928 -1.139 -0.857  -0.4133
30 H 0.117 2.208 -0.876  0.5339
31 H -0.479 1.555 0.609  0.0656
32 H -1.517 1.507 -0.813  0.1653
33 H -1.764 -0.690 0.173  -0.3070
34 H -1.209 -1.515 -1.288  0.1857
35 H -0.377 -1.826 0.103  0.0654
36 H 1.836 0.880 -1.121  0.3444
37 C -2.621 -3.407 -3.343  -0.7684
38 N -3.878 -3.663 -2.655  0.1525
39 C -3.987 -3.224 -1.267  -0.8306
40 C -4.944 -4.216 -3.279  0.1362
41 O -5.983 -4.539 -2.742  -0.5649
42 H -1.766 -3.825 -2.806  0.1871
43 H -2.519 -2.318 -3.360  0.2697
44 H -2.630 -3.800 -4.356  0.3357
45 H -3.327 -3.876 -0.697  0.3571
46 H -3.720 -2.169 -1.156  0.1118
47 H -5.013 -3.267 -0.915  0.2885
48 H -4.748 -4.374 -4.354  0.2562
49 C -2.573 -3.407 4.636  -0.8018
50 N -3.014 -3.942 3.375  0.4248
51 C -2.053 -3.845 2.309  -0.6690
52 C -4.037 -4.830 3.292  0.0424
53 O -4.281 -5.483 2.306  -0.5426
54 H -3.340 -3.477 5.414  0.3063
55 H -2.407 -2.323 4.657  0.1478
56 H -1.667 -3.904 4.986  0.3441
57 H -1.198 -4.510 2.477  0.4951
58 H -2.422 -4.094 1.320  -0.3445
59 H -1.575 -2.867 2.206  0.3122
60 H -4.589 -4.831 4.246  0.2763
61 C 7.000 -1.360 -2.672  -1.0345
62 N 5.560 -1.153 -2.596  0.3024
63 C 4.837 -2.116 -1.799  -0.8314
64 C 4.950 -0.355 -3.518  0.0117
65 O 3.752 -0.218 -3.610  -0.5393
66 H 7.209 -2.378 -3.014  0.3340
67 H 7.517 -1.240 -1.720  0.3016
68 H 7.399 -0.656 -3.400  0.3803
69 H 5.214 -3.115 -2.043  0.3673
70 H 5.002 -1.968 -0.728  0.2872
71 H 3.768 -2.046 -1.975  0.1139
72 H 5.709 0.133 -4.152  0.3284
73 C -0.770 4.953 3.154  -1.0418
74 N -0.110 4.376 1.991  0.4335
75 C -0.723 4.698 0.714  -0.9945
76 C 1.121 3.836 2.091  0.0001
77 O 1.714 3.332 1.157  -0.5007
78 H -0.503 6.012 3.267  0.3572
79 H -0.376 4.522 4.074  0.2957
80 H -1.847 4.869 3.048  0.3356
81 H -1.677 4.189 0.569  0.2552
82 H -0.732 5.788 0.657  0.4531
83 H -0.103 4.328 -0.103  0.1619
84 H 1.474 3.826 3.131  0.3538
85 C 4.934 2.121 -0.897  -0.2834
86 N 5.305 3.153 -1.864  0.1514
87 C 6.653 3.060 -2.366  -0.8111
88 C 4.394 4.090 -2.228  0.2909
89 O 4.552 4.915 -3.099  -0.6143
90 H 3.865 2.033 -0.745  -0.3539
91 H 5.560 2.297 -0.020  0.4122
92 H 5.265 1.134 -1.239  0.1503
93 H 7.350 2.988 -1.525  0.3172
94 H 6.794 2.103 -2.882  0.1588
95 H 6.871 3.889 -3.029  0.3468
96 H 3.520 4.037 -1.559  0.2079
97 Br 4.814 0.746 2.406  -0.1815
98 C 3.065 0.441 3.294  -0.5629
99 C 2.016 0.003 2.298  0.4707
100 Br 0.303 -0.498 3.051  -0.1002
101 H 2.824 1.414 3.709  0.2754
102 H 3.235 -0.318 4.050  0.4717
103 H 2.412 -0.816 1.699  0.1511
104 H 1.782 0.795 1.589  -0.5135
105 Br 2.810 -6.843 -1.251  -0.1927
106 C 2.030 -5.221 -2.099  -0.6548
107 C 1.662 -4.161 -1.079  -0.4352
108 Br 0.383 -4.890 0.229  -0.0383
109 H 1.189 -5.504 -2.720  0.4192
110 H 2.852 -4.845 -2.704  0.4399
111 H 1.113 -3.370 -1.585  0.2028
112 H 2.506 -3.735 -0.550  0.3773

ΔE to the lowest compared entry with this formula, charge and spin ... 0.0 kcal per mole
Energy ... -338544.35990 eV
2S+1 ... 1
Structure (SMILES) ... CN(C)C=O.CN(C)C=O.CN(C)C=O.CN(C)C=O.CN(C)C=O.CN(C)C=O.CN(C)C=O.CN(C)C=O.BrCCBr.BrCCBr
Frontier orbital gap ... 9.13 eV
Strongest force on any atom ... 2.8 eV/Å

Copy entry 1 word for word.
Entry from the Open Molecules 2025 dataset: a cluster of 2 separate species, C2H5NO3 in total at a distorted geometry (ωB97M-V with the def2-TZVPD basis set).

Last column: Mulliken charge in e.
Positions of all 11 atoms, in Å:
1 O -1.916 -0.117 1.235  -0.4170
2 C -1.116 -0.739 1.863  0.0316
3 N 0.149 -1.150 1.416  -0.1020
4 C 0.458 -1.468 0.101  0.0139
5 O -0.073 -1.023 -0.875  -0.4462
6 H -1.316 -1.098 2.888  0.3248
7 H 0.890 -1.196 2.089  0.2507
8 H 1.327 -2.143 0.019  0.3444
9 O 1.946 3.618 -2.897  -0.6440
10 H 0.994 3.512 -2.803  0.3240
11 H 2.267 2.771 -3.236  0.3198

ΔE to the lowest compared entry with this formula, charge and spin ... 22.9 kcal per mole
Energy ... -9787.19536 eV
2S+1 ... 1
Structure (SMILES) ... O=CNC=O.O
Frontier orbital gap ... 10.75 eV
Strongest force on any atom ... 1.2 eV/Å